1.
{
  "formula": "C7H8CuLiO8",
  "method": "wB97M-V/def2-TZVPD",
  "species": ["O", "O", "C", "C", "O", "C", "H", "H", "H", "H", "O", "O", "C", "O", "C", "C", "O", "O", "C", "H", "H", "H", "H", "Li", "Cu"],
  "coordinates": [[1.0906, -0.4833, -1.0026], [1.0129, -0.9482, -3.1843], [-0.2983, -1.4976, -3.0803], [-0.2336, -2.9605, -2.6633], [-1.5439, -3.4988, -2.5265], [1.5488, -0.2579, -2.1449], [-0.9045, -0.9205, -2.3703], [-0.7408, -1.4159, -4.0808], [0.2375, -3.0584, -1.6784], [0.3384, -3.5365, -3.4007], [-3.3147, -4.4645, -3.4206], [-1.5543, -4.1037, -4.7040], [-2.1435, -4.0493, -3.5972], [2.5441, 3.4234, -0.8673], [2.3190, 3.1937, -2.1525], [1.8171, 4.5871, -0.4074], [2.0519, 1.6040, -2.3799], [1.6910, 4.2033, -2.6954], [1.3813, 5.2299, -1.7234], [2.5147, 5.1883, 0.1820], [0.9822, 4.2633, 0.2221], [1.9488, 6.1283, -1.9851], [0.3072, 5.4287, -1.7762], [2.3416, 0.9444, -0.5642], [-3.6603, -5.6178, -5.7968]],
  "e_homo_ev": -6.1,
  "homo_lumo_gap_ev": 3.91,
  "total_charge": 0,
  "e_tot_ha": -2521.2496,
  "relative_energy_kj_mol": 433.4
}

***

2.
{
  "formula": "C5H13NO",
  "method": "wB97M-V/def2-TZVPD",
  "species": ["C", "O", "C", "C", "C", "C", "N", "H", "H", "H", "H", "H", "H", "H", "H", "H", "H", "H", "H", "H"],
  "coordinates": [[0.1164, 1.1126, 0.8902], [-0.4836, 1.2574, 2.1891], [-0.3698, -0.2414, 0.3059], [0.3499, -0.8393, -0.8842], [0.3765, -0.0222, -2.1473], [1.7631, -1.2729, -0.3801], [-1.8161, -0.0800, -0.0396], [1.2332, 0.9985, 1.0916], [-0.1264, 1.9156, 0.1888], [-0.3299, 2.1762, 2.4298], [-0.1481, -0.9122, 1.1724], [-0.2554, -1.7458, -1.0467], [-0.6408, 0.2029, -2.4597], [0.6839, -0.6657, -2.9749], [1.0359, 0.8466, -2.1534], [1.7133, -2.0110, 0.4446], [2.2499, -0.3895, 0.0255], [2.3430, -1.6152, -1.2368], [-2.1155, -1.0468, -0.0585], [-2.3039, 0.3494, 0.7404]],
  "smiles": "CC(C)[C@H](N)CO",
  "e_homo_ev": -9.5,
  "homo_lumo_gap_ev": 10.45,
  "total_charge": 0,
  "e_tot_ha": -328.2801,
  "relative_energy_kj_mol": 101.8
}

***

3.
{
  "formula": "C2H10N2O2",
  "method": "wB97M-V/def2-TZVPD",
  "species": ["C", "C", "H", "H", "H", "H", "H", "H", "N", "N", "O", "O", "H", "H", "H", "H"],
  "coordinates": [[0.3430, -1.7483, -0.5112], [0.7186, -1.7828, 0.9666], [1.7574, -1.4846, 1.1047], [0.9771, -2.4221, -1.0870], [-0.6896, -2.0765, -0.6590], [0.4533, -0.7442, -0.9206], [0.0967, -1.1043, 1.5488], [0.6003, -2.7842, 1.3802], [-0.9278, 1.3282, 0.5094], [-0.9505, 2.5656, 0.5503], [-1.9841, 0.7552, -0.1475], [0.9135, 1.9657, -1.1054], [-1.7140, -0.1672, -0.2890], [1.8617, 2.0888, -1.2070], [0.3274, 2.5918, -0.2868], [-1.7830, 3.0189, 0.1535]],
  "smiles": "[H]/N=N\\O.CC.O",
  "e_homo_ev": -10.3,
  "homo_lumo_gap_ev": 10.45,
  "total_charge": 0,
  "e_tot_ha": -342.0589,
  "relative_energy_kj_mol": 354.3
}

***

4.
{
  "formula": "C2H9NO2",
  "method": "wB97M-V/def2-TZVPD",
  "species": ["C", "O", "C", "N", "H", "H", "H", "H", "H", "H", "H", "H", "H", "O"],
  "coordinates": [[1.0028, 1.1847, 0.5277], [2.3193, 0.6514, 0.8071], [0.3106, 0.3214, -0.4894], [-1.0382, 0.8280, -0.6938], [0.4860, 1.1703, 1.4912], [1.0517, 2.2242, 0.2030], [2.9713, 1.3207, 0.5652], [0.8349, 0.3380, -1.4424], [0.3539, -0.7222, -0.1652], [-1.6181, 0.6603, 0.1214], [-1.4831, 0.4373, -1.5162], [-1.4940, -2.9594, 0.9390], [-2.1888, -2.4169, -0.3240], [-1.5083, -3.0377, -0.0235]],
  "smiles": "NCCO.O",
  "e_homo_ev": -9.4,
  "homo_lumo_gap_ev": 10.08,
  "total_charge": 0,
  "e_tot_ha": -286.8107,
  "relative_energy_kj_mol": 20.2
}

***

5.
{
  "formula": "C3H14N2O2",
  "method": "wB97M-V/def2-TZVPD",
  "species": ["C", "C", "N", "C", "N", "H", "H", "H", "H", "H", "H", "H", "H", "H", "H", "H", "H", "O", "H", "H", "O"],
  "coordinates": [[-1.0174, 0.4806, -2.8717], [-0.2449, -0.6787, -2.1987], [-0.7627, -1.0309, -0.8919], [-0.7612, -0.0347, 0.1809], [0.2029, -0.4029, 1.2143], [-0.8162, 1.4119, -2.3229], [-0.6663, 0.5350, -3.9025], [-2.0976, 0.2856, -2.9560], [0.8600, -0.4496, -2.1345], [-0.3863, -1.5238, -2.8586], [-1.5034, -1.7156, -0.8514], [-0.4075, 0.8992, -0.2816], [-1.7587, 0.0668, 0.6334], [-0.1439, -1.1571, 1.8010], [0.3431, 0.3815, 1.8472], [0.3418, 0.6631, 4.6007], [0.2652, 1.1207, 6.1148], [0.5006, 1.3769, 5.2208], [3.4051, -0.3642, -0.0958], [1.9222, -0.1726, 0.0144], [2.7251, 0.3091, -0.2619]],
  "smiles": "CCNCN.O.O",
  "e_homo_ev": -8.6,
  "homo_lumo_gap_ev": 9.22,
  "total_charge": 0,
  "e_tot_ha": -382.6619,
  "relative_energy_kj_mol": 99.4
}

***

6.
{
  "formula": "CH2NO3S",
  "method": "wB97M-V/def2-TZVPD",
  "species": ["C", "N", "O", "O", "O", "S", "H", "H"],
  "coordinates": [[-1.0780, 0.3541, 0.0343], [-0.3715, 0.4016, -1.1154], [-1.9873, 1.1459, 0.1820], [-0.8252, -0.5680, 0.9707], [2.0265, -0.5938, 0.4535], [1.8301, 0.7243, -0.1541], [0.3672, -0.4123, -1.3582], [0.0382, -1.0517, 0.9871]],
  "e_homo_ev": [-3.4, -3.4],
  "homo_lumo_gap_ev": [6.80, 6.80],
  "total_charge": -1,
  "e_tot_ha": -717.9578,
  "relative_energy_kj_mol": 219.4
}